No. 1
61
Properties=species:S:1:pos:R:3:forces:R:3 method="wB97M-V/def2-TZVPD" total_energy_ev=-53559.232 lumo_energy_ev=0.16 mol_weight_g_mol=427.64 e_above_lowest_kj_mol=0.0 total_charge=0 max_force_ev_per_a=1.01 smiles="CC(C)CCCCCCNC(=S)Nc1ccc(S(=O)(=O)N2CCOCC2)cc1" homo_energy_ev=-8.496
C -4.6245 -4.0681 1.0256 0.137 0.253 -0.094
C -3.5346 -2.9995 1.0888 -0.077 -0.151 0.239
C -2.1634 -3.6485 0.9217 -0.222 0.239 -0.100
C -3.6501 -2.2317 2.4104 0.165 0.111 -0.186
C -2.6457 -1.0929 2.6042 -0.039 -0.035 -0.116
C -2.6439 -0.0442 1.4910 -0.181 -0.138 0.268
C -3.9841 0.6723 1.3466 0.333 0.161 -0.129
C -3.9584 1.8353 0.3533 -0.127 -0.282 -0.094
C -3.8319 1.4013 -1.1094 -0.434 0.281 0.247
N -2.4753 1.0730 -1.4761 0.595 -0.061 -0.174
C -2.0988 -0.0918 -2.0237 -0.087 0.150 -0.108
S -3.1380 -1.3271 -2.3758 -0.371 -0.540 -0.164
N -0.7771 -0.2636 -2.3511 0.052 -0.178 -0.161
C 0.3341 0.5069 -2.0432 0.401 0.429 0.153
C 0.4509 1.2080 -0.8383 0.010 -0.113 -0.086
C 1.5786 1.9666 -0.5863 -0.012 0.089 0.026
C 2.5936 2.0254 -1.5218 0.602 0.423 0.177
S 4.0637 2.9828 -1.1675 0.132 -0.100 0.119
O 3.7327 3.9886 -0.2035 -0.186 -0.251 0.164
O 4.6757 3.3648 -2.4038 -0.063 -0.332 -0.135
N 5.1039 1.9169 -0.4195 -0.430 0.817 -0.419
C 5.6431 0.8602 -1.2427 0.372 -0.392 -0.271
C 6.8416 0.2520 -0.5091 -0.131 0.128 -0.285
O 6.4668 -0.2129 0.7670 -0.009 -0.204 0.051
C 5.9473 0.8310 1.5576 -0.263 0.218 0.023
C 4.7186 1.4600 0.8948 -0.002 -0.152 0.588
C 2.5138 1.3044 -2.6999 0.019 -0.070 -0.067
C 1.3916 0.5447 -2.9595 -0.108 0.023 0.121
H -4.5892 -4.5883 0.0715 -0.038 -0.117 -0.095
H -5.6102 -3.6202 1.1327 -0.145 0.002 0.022
H -4.4910 -4.7981 1.8221 -0.004 -0.118 0.103
H -3.6950 -2.3118 0.2537 0.023 0.030 0.011
H -1.3761 -2.9006 0.8695 0.166 0.048 -0.012
H -2.1373 -4.2269 0.0011 0.073 -0.072 -0.093
H -1.9531 -4.3163 1.7553 0.055 -0.102 0.127
H -3.5187 -2.9391 3.2341 -0.091 -0.056 0.055
H -4.6626 -1.8305 2.4912 -0.092 -0.036 0.062
H -1.6401 -1.5101 2.6877 0.039 0.001 0.087
H -2.8706 -0.5995 3.5539 0.083 0.012 0.053
H -1.8711 0.6960 1.7230 0.055 0.040 -0.084
H -2.3787 -0.5265 0.5515 0.089 -0.010 -0.084
H -4.2792 1.0601 2.3249 -0.069 -0.054 0.056
H -4.7455 -0.0398 1.0273 -0.133 -0.044 0.035
H -4.8931 2.3907 0.4503 0.023 0.100 -0.025
H -3.1422 2.5194 0.6005 -0.008 0.126 0.054
H -4.1828 2.2104 -1.7607 0.010 -0.134 -0.003
H -4.4432 0.5161 -1.2971 0.052 0.177 -0.041
H -1.8004 1.8225 -1.4297 -0.009 -0.082 -0.007
H -0.6258 -1.0410 -2.9808 -0.155 0.083 0.186
H -0.3172 1.1249 -0.0856 -0.078 -0.011 0.066
H 1.6808 2.5294 0.3279 -0.074 0.045 0.143
H 5.9459 1.3055 -2.1898 0.091 -0.182 -0.033
H 4.8896 0.0762 -1.4222 0.076 0.028 -0.008
H 7.2280 -0.6139 -1.0486 -0.012 0.122 -0.036
H 7.6290 1.0131 -0.4152 -0.024 -0.061 -0.042
H 5.6845 0.3852 2.5180 -0.010 0.121 -0.042
H 6.7120 1.6068 1.7047 -0.057 -0.040 0.035
H 4.3713 2.3281 1.4540 0.007 -0.127 0.163
H 3.9135 0.7100 0.8321 0.052 0.043 0.042
H 3.3232 1.3721 -3.4090 0.051 -0.041 -0.160
H 1.3152 -0.0174 -3.8782 -0.025 -0.014 -0.124

No. 2
61
Properties=species:S:1:pos:R:3:forces:R:3 method="wB97M-V/def2-TZVPD" total_energy_ev=-44772.935 lumo_energy_ev=0.55 mol_weight_g_mol=411.57 e_above_lowest_kj_mol=3.6 total_charge=0 max_force_ev_per_a=0.10 smiles="CCNS(=O)(=O)CC(=O)N(C)C[C@H](C)NC(=O)C[C@H](C)c1ccc(CC)cc1" homo_energy_ev=-8.835
C 1.1157 0.1241 4.8212 -0.003 0.003 0.001
C 1.9296 1.1084 3.9975 0.001 -0.012 -0.001
N 2.7415 0.4780 2.9497 -0.009 0.003 -0.003
S 2.1173 0.0677 1.5076 -0.006 0.002 0.007
O 3.0090 -0.9139 0.9565 0.005 -0.001 0.001
O 0.7106 -0.2215 1.6301 0.000 0.004 -0.008
C 2.2593 1.5534 0.5069 0.001 0.001 0.008
C 1.0201 2.4216 0.6696 0.021 0.040 -0.016
O 0.9867 3.2420 1.5785 -0.003 -0.007 0.001
N -0.0037 2.2041 -0.1751 0.010 -0.016 -0.064
C 0.0531 1.3105 -1.3270 -0.040 -0.009 0.005
C -1.2628 2.9070 0.0382 -0.004 0.031 0.095
C -2.1754 2.2038 1.0613 0.036 -0.083 -0.029
C -1.8024 2.4710 2.5136 -0.038 0.044 -0.004
N -2.1990 0.7594 0.8763 0.011 0.005 0.014
C -2.9194 0.1425 -0.0872 -0.021 -0.004 -0.012
O -3.5583 0.7592 -0.9280 0.010 -0.001 -0.001
C -2.9401 -1.3735 -0.0121 0.006 0.008 -0.002
C -2.7448 -2.0476 -1.3712 -0.002 -0.010 0.001
C -3.1268 -3.5270 -1.2913 -0.001 0.006 0.003
C -1.3307 -1.8898 -1.8900 -0.001 0.008 -0.002
C -0.2332 -2.3171 -1.1436 0.004 -0.009 0.003
C 1.0556 -2.2094 -1.6394 -0.003 0.000 0.000
C 1.2943 -1.6687 -2.9019 0.002 -0.005 -0.003
C 2.7030 -1.5210 -3.4176 0.001 0.010 0.000
C 3.4603 -0.3955 -2.7110 -0.004 -0.005 -0.004
C 0.2019 -1.2371 -3.6442 -0.006 0.001 0.008
C -1.0910 -1.3472 -3.1460 0.006 0.005 -0.006
H 0.5577 0.6550 5.5938 0.001 0.000 0.000
H 0.4101 -0.4153 4.1909 0.001 0.000 -0.001
H 1.7638 -0.6029 5.3145 0.000 0.000 -0.001
H 1.2954 1.8490 3.5129 -0.001 0.001 0.000
H 2.6201 1.6668 4.6307 -0.001 0.002 0.000
H 3.4511 -0.1830 3.2344 0.004 0.006 -0.002
H 3.1222 2.1007 0.8746 0.007 0.000 -0.015
H 2.4454 1.2026 -0.5049 -0.017 -0.007 0.001
H 0.6183 0.4059 -1.1219 -0.015 -0.018 0.013
H -0.9576 0.9975 -1.5690 0.000 0.030 -0.033
H 0.4686 1.8158 -2.2039 0.043 -0.006 0.019
H -1.0591 3.9241 0.3730 0.003 -0.006 0.008
H -1.7766 2.9483 -0.9205 0.000 0.002 -0.002
H -3.1879 2.5656 0.8689 -0.003 0.000 0.006
H -1.6724 3.5367 2.6945 0.000 0.001 -0.003
H -2.5850 2.0891 3.1705 0.003 -0.001 0.002
H -0.8638 1.9785 2.7676 0.000 0.001 0.001
H -1.5185 0.2194 1.3903 -0.006 -0.004 0.009
H -2.2068 -1.7357 0.7124 0.003 -0.001 -0.006
H -3.9286 -1.6372 0.3758 0.002 0.002 0.006
H -3.4160 -1.5474 -2.0727 0.000 -0.001 -0.001
H -2.9974 -4.0128 -2.2587 0.000 0.000 0.000
H -2.4987 -4.0527 -0.5686 -0.002 -0.002 0.000
H -4.1676 -3.6429 -0.9832 0.000 0.000 0.001
H -0.3784 -2.7401 -0.1560 -0.002 -0.001 -0.001
H 1.8898 -2.5382 -1.0299 0.004 0.001 0.000
H 3.2426 -2.4609 -3.2778 -0.001 -0.001 0.006
H 2.6759 -1.3307 -4.4925 0.001 -0.002 0.000
H 4.4761 -0.2980 -3.0964 -0.001 -0.001 -0.001
H 2.9507 0.5599 -2.8615 0.002 0.002 0.001
H 3.5230 -0.5891 -1.6382 -0.001 0.000 0.000
H 0.3612 -0.8114 -4.6290 0.001 0.000 0.000
H -1.9282 -0.9997 -3.7411 -0.001 -0.001 0.001

No. 3
62
Properties=species:S:1:pos:R:3:forces:R:3 method="wB97M-V/def2-TZVPD" total_energy_ev=-54486.897 lumo_energy_ev=0.42 mol_weight_g_mol=439.65 e_above_lowest_kj_mol=123.9 total_charge=0 max_force_ev_per_a=1.65 homo_energy_ev=-8.031
C 17.1899 1.7438 -17.4451 0.502 -0.479 -0.545
S 16.0209 0.3719 -17.1444 -0.285 0.122 -1.288
O 14.9521 0.4341 -18.2027 0.292 0.280 0.822
C 17.0902 -0.9431 -17.7978 0.006 0.159 0.212
H 18.1078 1.5163 -16.8986 -0.159 0.188 0.289
H 16.7999 2.7263 -17.1978 -0.271 -0.180 0.322
H 17.4756 1.7566 -18.5009 -0.272 -0.165 -0.066
H 16.6877 -1.8941 -17.4547 0.116 0.017 0.201
H 18.1234 -0.7869 -17.4892 -0.010 -0.229 0.011
H 16.9794 -0.9173 -18.8807 0.122 0.281 -0.045
C 20.4096 -3.7528 -20.9511 -1.418 -0.731 0.085
S 20.9794 -2.3928 -19.8859 0.345 -0.460 0.477
O 22.4546 -2.2074 -20.0307 -0.234 -0.176 -0.245
C 20.7452 -3.1097 -18.1948 -1.359 0.030 -0.624
H 19.3418 -3.9306 -20.7423 0.164 0.157 0.769
H 20.8838 -4.7259 -20.8400 0.496 0.242 0.082
H 20.2579 -3.5368 -22.0122 1.111 0.613 0.038
H 19.7810 -3.6303 -18.2011 0.086 -0.113 -0.118
H 20.5609 -2.2529 -17.5474 0.479 0.069 0.026
H 21.4991 -3.7809 -17.7918 0.362 0.178 -0.396
C 21.3747 -8.8895 -23.9380 1.088 -0.688 -0.363
C 21.3965 -7.5161 -23.4808 -0.563 -1.084 -0.174
N 21.4001 -6.4343 -23.1296 0.058 1.225 0.431
H 21.9571 -9.5243 -23.2661 -0.113 0.158 0.161
H 21.9304 -8.9213 -24.8796 -0.258 -0.057 -0.073
H 20.4073 -9.3631 -24.0716 -0.225 0.457 0.051
C 23.4114 0.5059 -20.7665 0.525 0.593 0.218
C 24.4669 1.2184 -20.0385 -0.084 -0.432 -0.266
N 25.2978 1.7708 -19.4762 0.190 0.209 0.174
H 23.1378 1.1470 -21.6046 -0.336 -0.129 0.024
H 22.6036 0.3343 -20.0619 -0.248 -0.056 -0.278
H 23.7633 -0.4508 -21.1377 0.009 -0.053 0.078
N 19.2232 1.4662 -22.0274 0.348 0.174 0.653
C 17.8692 1.5271 -21.8366 -0.189 -0.391 -0.047
C 17.4066 0.2282 -21.8101 -0.342 0.508 -0.490
C 18.5127 -0.6152 -22.0251 0.595 -0.427 1.474
C 19.6434 0.1693 -22.0045 -0.345 -0.353 -1.323
H 19.8364 2.2459 -22.1753 -0.067 0.134 0.193
H 17.3614 2.4592 -21.6578 -0.008 0.037 -0.248
H 16.3828 -0.0994 -21.7295 -0.033 0.180 0.164
H 18.5115 -1.6848 -21.8751 -0.026 -0.006 -0.384
H 20.6743 -0.1197 -22.1321 0.021 0.180 0.031
N 25.8252 -3.2264 -24.8318 -0.448 0.646 0.150
C 25.5279 -2.3492 -23.8174 0.440 -0.357 0.706
C 24.9219 -3.0751 -22.8175 0.300 0.794 -0.216
C 24.7272 -4.3978 -23.2861 -0.443 0.812 0.071
C 25.2910 -4.4417 -24.5357 -0.355 -0.875 -0.284
H 26.1803 -2.9517 -25.7266 0.094 -0.103 -0.088
H 25.8370 -1.3167 -23.8179 0.136 -0.077 -0.147
H 24.7058 -2.6956 -21.8312 -0.346 -0.017 -0.068
H 23.9884 -5.0049 -22.7869 0.514 -0.784 -0.224
H 25.2865 -5.2181 -25.2858 0.052 -0.027 0.125
N 21.7641 -5.5072 -14.5707 0.502 -0.137 0.252
C 22.3497 -5.7896 -15.7822 0.587 0.246 0.134
C 23.3764 -4.8707 -15.9678 -1.107 -0.662 -0.556
C 23.3612 -4.0217 -14.8614 0.643 0.475 0.586
C 22.4264 -4.4746 -13.9634 0.111 0.525 -0.519
H 20.9753 -5.9735 -14.1667 0.041 -0.268 -0.016
H 22.1113 -6.6969 -16.3108 -0.252 0.172 -0.184
H 24.0139 -4.7407 -16.8262 -0.009 -0.285 -0.064
H 24.0331 -3.1807 -14.7777 -0.086 -0.040 0.404
H 22.2591 -4.1430 -12.9533 -0.442 -0.022 -0.077

No. 4
62
Properties=species:S:1:pos:R:3:forces:R:3 method="wB97M-V/def2-TZVPD" total_energy_ev=-36916.442 lumo_energy_ev=0.48 mol_weight_g_mol=407.51 e_above_lowest_kj_mol=9.3 total_charge=0 max_force_ev_per_a=0.05 smiles="CCO[C@H]1CCN(C(=O)CO[C@H]2C[C@@H](NC(=O)CCc3ncnn3C)C2)C[C@@H]1C" homo_energy_ev=-9.060
C -6.6833 1.2560 -3.0173 -0.001 0.000 0.003
C -6.1913 1.1490 -1.5925 0.004 -0.002 0.002
O -4.7760 1.2027 -1.6082 -0.004 0.000 -0.001
C -4.1733 1.3118 -0.3347 -0.002 -0.005 0.007
C -4.2405 -0.0044 0.4404 -0.007 0.005 -0.010
C -3.4526 0.0946 1.7425 0.007 0.009 0.010
N -2.0837 0.5071 1.4708 0.013 -0.024 -0.032
C -1.0352 -0.3494 1.3845 -0.016 0.007 0.002
O 0.0391 -0.0167 0.9063 -0.001 0.001 -0.001
C -1.2465 -1.7593 1.9474 0.012 0.017 0.026
O -0.0543 -2.4877 1.9525 -0.017 -0.019 0.011
C -0.0018 -3.5536 1.0127 0.005 0.016 -0.015
C 0.0679 -3.0761 -0.4554 0.003 0.000 0.003
C 1.6105 -3.1020 -0.3560 -0.002 0.002 0.002
N 2.1414 -1.7903 -0.0787 0.010 0.008 -0.017
C 3.4526 -1.5150 -0.2129 0.005 -0.014 0.043
O 4.2729 -2.3203 -0.6349 -0.001 0.005 -0.014
C 3.8740 -0.1202 0.2147 -0.010 0.009 -0.017
C 4.7631 0.5324 -0.8521 0.003 -0.002 0.007
C 5.6628 1.5704 -0.2787 0.011 -0.009 -0.021
N 5.4715 2.8770 -0.2920 -0.012 0.010 0.012
C 6.5455 3.3464 0.3903 -0.006 0.002 0.008
N 7.3770 2.4249 0.8210 0.021 0.001 -0.026
N 6.7981 1.2846 0.3839 -0.011 0.001 0.017
C 7.4277 0.0034 0.6180 -0.001 -0.002 0.010
C 1.4588 -4.0084 0.8955 -0.004 -0.014 -0.008
C -2.0005 1.7971 0.7985 -0.003 -0.015 -0.003
C -2.7313 1.7655 -0.5435 -0.007 0.008 0.000
C -2.6601 3.1258 -1.2219 0.002 -0.004 0.002
H -7.7725 1.2140 -3.0460 0.001 0.000 -0.001
H -6.3588 2.1958 -3.4631 -0.001 0.000 -0.001
H -6.2895 0.4362 -3.6176 0.001 0.000 0.000
H -6.5826 1.9745 -0.9828 0.001 0.002 -0.002
H -6.5385 0.2118 -1.1419 -0.001 0.001 0.001
H -4.6975 2.0905 0.2471 0.003 0.000 -0.001
H -5.2766 -0.2685 0.6611 0.002 0.001 0.001
H -3.8215 -0.7963 -0.1888 0.004 0.000 0.004
H -3.9044 0.8481 2.3953 -0.002 -0.002 0.005
H -3.4717 -0.8445 2.2881 -0.004 -0.003 -0.003
H -1.6067 -1.6760 2.9770 0.002 -0.006 -0.003
H -2.0260 -2.2668 1.3661 0.001 0.002 -0.004
H -0.7611 -4.3023 1.2611 0.001 0.001 0.003
H -0.3011 -3.8421 -1.1369 0.000 0.001 -0.002
H -0.3938 -2.1192 -0.6993 0.000 0.000 0.002
H 2.1614 -3.5293 -1.1895 -0.002 -0.001 -0.002
H 1.5237 -1.1142 0.3607 -0.006 -0.001 -0.002
H 3.0131 0.5080 0.4446 0.004 0.004 0.004
H 4.4394 -0.2452 1.1424 0.002 -0.008 -0.002
H 5.3504 -0.2505 -1.3336 -0.003 0.001 -0.004
H 4.1499 1.0078 -1.6159 0.000 -0.005 -0.005
H 6.7182 4.3940 0.5754 0.000 0.002 0.001
H 6.7333 -0.7937 0.3616 0.001 0.001 -0.001
H 8.3263 -0.0922 0.0097 0.000 0.005 0.003
H 7.6984 -0.0727 1.6686 -0.003 -0.007 0.001
H 2.0937 -3.7820 1.7496 0.000 0.005 0.000
H 1.5356 -5.0648 0.6398 0.004 0.001 0.007
H -2.4530 2.5511 1.4516 0.000 0.004 0.001
H -0.9528 2.0473 0.6600 0.001 0.004 0.004
H -2.2406 1.0167 -1.1759 0.003 0.002 0.000
H -3.1363 3.8900 -0.6012 0.000 0.001 -0.001
H -1.6232 3.4237 -1.3837 0.000 0.000 -0.002
H -3.1681 3.1056 -2.1839 0.000 0.001 0.000